Record 1
Molecular formula: C5H7NO
Method: DFT, ωB97M-V with the def2-TZVPD basis set

Each line ends with the Löwdin charge.
Atoms and positions in Å:
C  -1.3095  1.5290  0.5581  -0.06
N  -0.4506  0.7883  1.1162  -0.03
C  -0.4847  -0.6273  0.8036  -0.27
C  0.8733  -1.0832  0.2854  -0.21
C  1.3241  -0.3565  -0.9549  -0.10
C  0.6100  0.4613  -1.6931  -0.21
O  0.0098  1.1879  -2.3891  0.15
H  -1.3067  2.5978  0.7709  0.07
H  -2.0776  1.1625  -0.1405  0.08
H  -1.2743  -0.8738  0.0712  0.11
H  -0.6938  -1.1767  1.7283  0.12
H  0.8259  -2.1611  0.0808  0.11
H  1.6224  -0.9305  1.0707  0.11
H  2.3331  -0.5182  -1.3143  0.11

Values from the calculation:
SMILES: C=NCCC=C=O

Record 2
Molecular formula: C5H7NO
Method: DFT, ωB97M-V with the def2-TZVPD basis set

Each line ends with the Löwdin charge.
Atoms and positions in Å:
C  2.1639  0.4963  -0.4934  -0.05
C  0.6912  0.2556  -0.3833  -0.29
C  -0.2817  1.1394  -0.6937  -0.09
O  -1.5113  0.6456  -0.3519  0.04
C  -1.2992  -0.5550  0.2244  -0.39
N  -2.4454  -1.1017  0.8082  0.12
C  0.0187  -0.8913  0.1809  0.01
H  2.6881  0.1663  0.4119  0.08
H  2.3776  1.5659  -0.6196  0.08
H  2.5906  -0.0390  -1.3483  0.08
H  -0.2792  2.1438  -1.0875  0.12
H  -2.9903  -0.3335  1.1997  0.10
H  -2.2028  -1.6998  1.5887  0.09
H  0.4799  -1.7927  0.5638  0.11

Values from the calculation:
SMILES: Cc1coc(N)c1

Record 3
Molecular formula: C5H7NO
Method: DFT, ωB97M-V with the def2-TZVPD basis set

Each line ends with the Löwdin charge.
Atoms and positions in Å:
C  -1.7198  -0.0725  0.3399  -0.09
C  -0.4473  -0.8808  0.0976  -0.17
C  0.7180  -0.0198  -0.3421  -0.47
C  0.4745  0.7870  -1.5393  -0.12
N  0.2332  1.4216  -2.4756  0.18
C  1.7331  0.4608  0.6061  -0.06
O  2.0012  -0.6103  -0.2860  0.01
H  -1.5574  0.7079  1.0907  0.08
H  -2.5224  -0.7230  0.6977  0.08
H  -2.0627  0.4109  -0.5813  0.08
H  -0.1360  -1.4091  1.0059  0.12
H  -0.6180  -1.6413  -0.6715  0.13
H  2.2747  1.3824  0.4027  0.13
H  1.6290  0.1862  1.6554  0.12

Values from the calculation:
SMILES: CC[C@@]1(C#N)CO1

Record 4
Molecular formula: C5H7NO
Method: DFT, ωB97M-V with the def2-TZVPD basis set

Each line ends with the Löwdin charge.
Atoms and positions in Å:
O  -1.4362  -0.8950  1.2792  -0.02
C  -0.5176  0.1287  0.9761  -0.30
C  -1.0754  1.3530  0.2673  -0.01
C  -0.4198  1.1179  -0.8766  0.03
C  0.3054  -0.0675  -0.3220  -0.43
C  1.7082  -0.4990  -0.4546  -0.10
N  0.6078  -1.3205  -0.9758  0.07
H  -2.0878  -0.9056  0.5637  0.10
H  0.0669  0.2918  1.8875  0.15
H  -1.7549  2.1316  0.5994  0.10
H  -0.3717  1.6211  -1.8377  0.11
H  2.2299  -0.8175  0.4468  0.11
H  2.3444  -0.0506  -1.2150  0.10
H  0.4009  -2.0884  -0.3383  0.09

Values from the calculation:
SMILES: O[C@@H]1C=C[C@@]12CN2

Record 5
Molecular formula: C5H7NO
Method: DFT, ωB97M-V with the def2-TZVPD basis set

Each line ends with the Löwdin charge.
Atoms and positions in Å:
C  0.2905  0.1666  -1.7103  0.04
C  -0.1717  0.7365  -0.1598  -0.26
N  -0.1295  1.6009  1.0801  0.12
C  0.7014  0.4019  0.9941  -0.24
C  0.0379  -0.9983  1.0034  -0.03
C  -0.9846  -0.4633  -0.0145  -0.45
O  -2.0307  -0.8006  -0.5084  0.10
H  0.0707  -0.9217  -1.9521  0.11
H  1.3678  0.2430  -1.7522  0.06
H  -0.2454  0.7060  -2.4782  0.06
H  -0.9449  1.5654  1.7199  0.12
H  1.7735  0.6153  1.0245  0.14
H  -0.5069  -1.3253  1.8726  0.10
H  0.7519  -1.7567  0.6503  0.13

Values from the calculation:
SMILES: C[C@]12N[C@H]1CC2=O

Record 6
Molecular formula: C5H7NO
Method: DFT, ωB97M-V with the def2-TZVPD basis set

Each line ends with the Löwdin charge.
Atoms and positions in Å:
C  1.2782  -1.3208  0.0420  0.03
C  0.1918  -0.7785  0.6004  -0.15
C  -0.0911  0.8237  0.5503  -0.47
C  0.6206  1.5471  -0.5516  -0.02
O  -0.8124  1.2896  1.3860  0.06
H  1.7549  -0.9054  -0.8328  0.06
H  1.7059  -2.2390  0.4144  0.06
H  -0.1726  -1.2016  1.5298  0.10
H  0.4638  1.0436  -1.5017  0.09
H  0.2535  2.5700  -0.6076  0.09
H  1.6892  1.5506  -0.3362  0.09
C  -2.1552  -0.8078  -0.1175  -0.12
N  -2.3408  -1.8236  -0.6415  0.10
H  -2.3858  0.2523  0.0661  0.10

Values from the calculation:
SMILES: C=CC(C)=O.C#N

Record 7
Molecular formula: C5H7NO
Method: DFT, ωB97M-V with the def2-TZVPD basis set

Each line ends with the Löwdin charge.
Atoms and positions in Å:
C  -2.3700  -0.7733  0.1882  -0.10
C  -1.4375  -0.0340  -0.7407  -0.13
C  -0.5617  0.7929  -0.2381  -0.13
N  0.3208  1.4378  0.3349  0.17
C  1.3568  0.5256  0.7602  -0.51
C  2.4348  0.2986  -0.2689  0.00
O  1.2964  0.0090  1.8424  0.11
H  -2.0710  -0.6091  1.2283  0.08
H  -3.4117  -0.4564  0.0797  0.07
H  -2.3138  -1.8475  -0.0156  0.07
H  -1.4213  -0.2385  -1.8084  0.11
H  2.9351  -0.6465  -0.0475  0.09
H  3.1621  1.1164  -0.2396  0.09
H  1.9945  0.2865  -1.2708  0.08

Values from the calculation:
SMILES: CC=C=NC(C)=O

Record 8
Molecular formula: C5H7NO
Method: DFT, ωB97M-V with the def2-TZVPD basis set

Each line ends with the Löwdin charge.
Atoms and positions in Å:
O  1.4132  2.1466  0.6527  0.05
C  0.7991  1.1755  0.2465  -0.49
C  1.4658  -0.1705  0.0374  -0.10
C  0.5129  -1.3314  0.0142  -0.09
C  -0.8027  -1.1755  -0.0857  -0.10
C  -1.4649  0.1662  -0.1741  -0.19
N  -0.5124  1.2615  -0.1285  0.07
H  2.2303  -0.2840  0.8124  0.12
H  2.0070  -0.1075  -0.9176  0.13
H  0.9394  -2.3300  0.0801  0.10
H  -1.4669  -2.0366  -0.1024  0.10
H  -2.1779  0.2716  0.6572  0.12
H  -2.0534  0.2241  -1.0996  0.12
H  -0.8896  2.1899  0.0076  0.14

Values from the calculation:
SMILES: O=C1CC=CCN1

no.,LUMO level (eV),electronic energy (Ha),gap between HOMO and LUMO (Ha)
1,0.85,-324.65453,0.355
2,0.97,-324.69759,0.321
3,0.82,-324.66243,0.439
4,1.01,-324.61491,0.381
5,0.71,-324.54158,0.345
6,0.02,-324.62397,0.371
7,0.90,-324.66616,0.366
8,0.86,-324.71979,0.377